1.
{
  "formula": "C58H66N10O9",
  "method": "ωB97M-V with the def2-TZVPD basis set",
  "multiplicity": 1,
  "lumo_ev": 0.5,
  "e_tot_ev": -94553.13126,
  "homo_lumo_gap_ev": 8.36,
  "max_force_ev_per_a": 0.73,
  "total_charge": 0,
  "e_homo_ev": -7.89,
  "elements": ["N", "H", "H", "C", "H", "H", "C", "H", "C", "H", "H", "C", "H", "H", "C", "N", "C", "O", "C", "N", "C", "O", "C", "N", "C", "O", "C", "N", "C", "O", "C", "N", "C", "O", "C", "N", "C", "O", "H", "H", "C", "C", "C", "C", "C", "C", "C", "H", "H", "O", "C", "C", "C", "C", "C", "C", "C", "H", "H", "H", "H", "H", "H", "H", "H", "H", "H", "H", "H", "H", "C", "C", "C", "C", "C", "C", "C", "H", "H", "H", "H", "H", "H", "H", "C", "C", "C", "H", "H", "H", "O", "C", "O", "N", "H", "C", "H", "H", "C", "N", "H", "H", "H", "H", "H", "H", "H", "H", "C", "C", "C", "C", "C", "C", "H", "H", "H", "H", "H", "H", "H", "H", "C", "C", "C", "N", "C", "C", "C", "C", "C", "C", "H", "H", "H", "H", "H", "H", "H", "H", "H", "H", "H"],
  "xyz": [[-6.864, -1.040, 0.585], [-7.854, -1.198, 0.421], [-6.352, -1.768, 0.089], [-6.578, -1.113, 2.014], [-6.766, -2.113, 2.435], [-5.511, -0.912, 2.140], [-7.411, -0.094, 2.796], [-8.450, -0.434, 2.817], [-7.388, 1.318, 2.206], [-8.073, 1.936, 2.789], [-7.780, 1.276, 1.190], [-5.994, 1.968, 2.194], [-5.251, 1.269, 2.580], [-5.982, 2.847, 2.840], [-5.568, 2.413, 0.792], [-5.410, 1.256, -0.072], [-4.662, 1.310, -1.180], [-4.061, 2.300, -1.557], [-4.505, -0.057, -1.875], [-3.615, -0.827, -1.026], [-3.840, -2.097, -0.683], [-4.895, -2.680, -0.869], [-2.689, -2.788, 0.072], [-1.389, -2.219, -0.182], [-0.481, -2.814, -0.967], [-0.674, -3.841, -1.584], [0.889, -2.091, -1.017], [1.130, -1.328, 0.186], [1.172, -0.004, 0.426], [1.364, 0.430, 1.547], [1.009, 0.968, -0.755], [0.087, 2.021, -0.363], [-1.068, 1.725, 0.233], [-1.488, 0.571, 0.295], [-1.840, 2.882, 0.836], [-3.173, 2.421, 1.137], [-4.251, 3.198, 0.867], [-4.194, 4.402, 0.787], [-3.279, 1.414, 1.090], [-1.921, 3.706, 0.116], [-1.116, 3.392, 2.106], [0.132, 4.154, 1.768], [1.391, 3.614, 1.991], [2.541, 4.304, 1.639], [2.445, 5.564, 1.061], [1.180, 6.115, 0.840], [0.043, 5.419, 1.189], [-0.928, 5.859, 1.018], [1.120, 7.096, 0.397], [3.501, 6.336, 0.679], [4.808, 5.870, 0.927], [5.222, 4.695, 0.072], [4.694, 4.533, -1.202], [5.102, 3.478, -1.999], [6.043, 2.577, -1.532], [6.570, 2.731, -0.262], [6.160, 3.783, 0.538], [6.575, 3.902, 1.530], [7.302, 2.029, 0.107], [6.362, 1.755, -2.154], [4.690, 3.364, -2.990], [3.964, 5.243, -1.564], [4.939, 5.633, 1.992], [5.449, 6.728, 0.690], [3.502, 3.847, 1.819], [1.480, 2.629, 2.422], [-1.821, 4.043, 2.626], [-0.880, 2.542, 2.749], [0.447, 2.962, -0.284], [0.604, 0.461, -1.637], [2.380, 1.593, -1.056], [3.482, 0.570, -1.072], [3.775, -0.147, -2.224], [4.804, -1.073, -2.234], [5.554, -1.291, -1.091], [5.261, -0.587, 0.064], [4.232, 0.336, 0.073], [4.008, 0.885, 0.975], [5.843, -0.741, 0.962], [6.365, -2.005, -1.110], [5.026, -1.620, -3.139], [3.200, 0.028, -3.120], [2.596, 2.326, -0.275], [2.327, 2.110, -2.016], [1.540, -2.261, 1.222], [2.300, -3.375, 0.482], [2.000, -3.145, -1.008], [1.670, -4.050, -1.514], [2.898, -2.760, -1.490], [1.988, -4.366, 0.826], [3.699, -3.256, 0.715], [4.325, -4.323, 1.275], [3.777, -5.336, 1.630], [5.652, -4.082, 1.342], [5.961, -3.159, 1.082], [6.561, -4.960, 2.034], [7.443, -5.132, 1.407], [6.034, -5.907, 2.174], [6.995, -4.396, 3.404], [7.860, -5.273, 4.162], [7.384, -6.144, 4.370], [8.696, -5.496, 3.631], [7.525, -3.450, 3.255], [6.103, -4.199, 4.004], [0.666, -2.663, 1.743], [2.177, -1.743, 1.940], [0.921, -1.488, -1.924], [-1.170, -1.322, 0.233], [-3.076, -2.747, 1.534], [-3.782, -3.810, 2.082], [-4.203, -3.768, 3.400], [-3.919, -2.664, 4.186], [-3.219, -1.600, 3.644], [-2.805, -1.635, 2.323], [-2.271, -0.790, 1.916], [-2.996, -0.734, 4.250], [-4.244, -2.632, 5.215], [-4.750, -4.601, 3.814], [-4.009, -4.669, 1.469], [-2.662, -3.825, -0.280], [-2.720, -0.401, -0.823], [-5.457, -0.591, -1.905], [-3.911, 0.115, -3.289], [-2.960, -0.979, -3.646], [-3.217, -2.320, -3.713], [-2.082, -3.005, -4.042], [-1.055, -2.123, -4.172], [0.278, -2.331, -4.506], [1.094, -1.224, -4.596], [0.603, 0.063, -4.352], [-0.716, 0.277, -4.017], [-1.569, -0.824, -3.930], [-1.086, 1.276, -3.836], [1.272, 0.908, -4.445], [2.132, -1.352, -4.869], [0.655, -3.325, -4.688], [-1.984, -4.005, -4.035], [-4.143, -2.838, -3.551], [-4.731, 0.165, -4.008], [-3.384, 1.072, -3.313], [-5.976, 0.417, 0.139], [-6.318, 3.101, 0.378], [-7.050, -0.073, 3.826]],
  "lowdin_charge": [0.005, 0.100, 0.051, -0.262, 0.114, 0.089, -0.193, 0.108, -0.193, 0.109, 0.103, -0.126, 0.107, 0.125, -0.210, 0.124, -0.428, 0.087, -0.171, 0.149, -0.433, 0.038, -0.145, 0.147, -0.410, 0.068, -0.148, 0.017, -0.421, 0.077, -0.165, 0.171, -0.371, 0.012, -0.195, 0.119, -0.470, 0.086, 0.121, 0.161, -0.063, -0.252, -0.040, -0.009, -0.265, 0.009, -0.025, 0.124, 0.119, -0.046, -0.149, -0.220, -0.028, -0.080, -0.094, -0.084, -0.043, 0.114, 0.105, 0.105, 0.108, 0.122, 0.133, 0.141, 0.108, 0.104, 0.130, 0.129, 0.141, 0.125, -0.066, -0.227, -0.039, -0.086, -0.096, -0.087, -0.038, 0.122, 0.107, 0.103, 0.108, 0.095, 0.108, 0.126, -0.025, -0.221, -0.017, 0.122, 0.111, 0.150, 0.027, -0.555, 0.100, 0.082, 0.119, -0.180, 0.119, 0.120, -0.283, -0.014, 0.068, 0.064, 0.108, 0.116, 0.138, 0.137, 0.131, 0.096, -0.161, -0.024, -0.081, -0.091, -0.082, -0.033, 0.092, 0.106, 0.102, 0.104, 0.120, 0.159, 0.114, 0.149, -0.057, -0.170, -0.033, 0.102, -0.223, -0.020, -0.115, -0.125, -0.028, -0.121, 0.114, 0.096, 0.097, 0.116, 0.159, 0.131, 0.128, 0.105, 0.082, 0.163, 0.112]
}

***

2.
{
  "formula": "C58H67Cl3N8O9P2STeTi",
  "method": "ωB97M-V with the def2-TZVPD basis set",
  "multiplicity": 1,
  "lumo_ev": -0.8,
  "e_tot_ev": -188974.40697,
  "homo_lumo_gap_ev": 6.25,
  "max_force_ev_per_a": 1.05,
  "total_charge": 0,
  "e_homo_ev": -7.10,
  "elements": ["Ti", "O", "C", "C", "C", "C", "C", "C", "C", "O", "N", "N", "C", "C", "C", "C", "C", "C", "C", "O", "H", "H", "H", "H", "H", "H", "H", "H", "H", "H", "O", "N", "O", "C", "C", "C", "C", "C", "C", "N", "C", "C", "N", "C", "C", "C", "C", "H", "H", "H", "H", "H", "H", "H", "C", "C", "O", "P", "O", "Te", "O", "C", "C", "H", "H", "H", "H", "H", "H", "H", "H", "H", "H", "C", "C", "C", "C", "P", "N", "C", "C", "C", "C", "C", "C", "C", "C", "H", "H", "H", "H", "H", "H", "H", "H", "H", "H", "H", "H", "H", "H", "H", "H", "H", "H", "H", "H", "H", "H", "H", "H", "H", "H", "H", "Cl", "C", "C", "C", "C", "C", "C", "N", "C", "C", "N", "C", "O", "C", "C", "C", "Cl", "S", "C", "C", "C", "Cl", "C", "H", "H", "H", "H", "H", "H", "H", "H", "H", "H", "H", "H", "H"],
  "xyz": [[-0.543, -1.376, 0.565], [-4.963, -4.585, -0.597], [-4.169, -5.399, 0.124], [-4.620, -6.698, 0.342], [-3.882, -7.577, 1.110], [-2.675, -7.180, 1.673], [-2.205, -5.902, 1.428], [-2.924, -5.002, 0.644], [-2.421, -3.623, 0.431], [-1.161, -3.306, 0.576], [-3.348, -2.715, 0.302], [-2.777, -1.517, 0.678], [-3.540, -0.661, 1.232], [-2.983, 0.339, 2.131], [-3.765, 1.403, 2.597], [-3.340, 2.197, 3.640], [-2.132, 1.895, 4.276], [-1.344, 0.854, 3.834], [-1.736, 0.092, 2.730], [-0.932, -0.885, 2.300], [-4.663, -3.663, -0.450], [-5.571, -6.984, -0.087], [-4.256, -8.579, 1.279], [-2.104, -7.860, 2.291], [-1.271, -5.579, 1.852], [-4.619, -0.792, 1.178], [-4.729, 1.579, 2.132], [-3.942, 3.030, 3.973], [-1.809, 2.482, 5.127], [-0.400, 0.616, 4.308], [5.848, 0.258, -4.620], [5.094, -0.586, -5.065], [5.336, -1.280, -6.029], [3.815, -0.809, -4.355], [3.195, -1.972, -4.611], [2.013, -2.345, -3.907], [1.365, -3.560, -4.186], [0.279, -3.902, -3.439], [-0.087, -3.054, -2.384], [0.505, -1.921, -2.076], [1.519, -1.528, -2.884], [2.103, -0.199, -2.727], [1.442, 0.658, -1.930], [1.870, 1.896, -1.834], [3.009, 2.360, -2.503], [3.705, 1.498, -3.306], [3.256, 0.171, -3.453], [3.626, -2.650, -5.336], [1.737, -4.196, -4.981], [-0.296, -4.798, -3.626], [-0.890, -3.372, -1.732], [1.288, 2.552, -1.197], [3.334, 3.386, -2.385], [4.579, 1.834, -3.838], [-4.806, 2.027, -2.891], [-4.220, 2.174, -1.505], [-3.362, 1.125, -1.041], [-2.055, 0.558, -1.776], [-1.210, 0.085, -0.588], [-2.629, -0.884, -3.548], [-1.391, 1.933, -2.274], [-0.745, 2.106, -3.546], [-0.625, 3.590, -3.803], [-5.520, 2.843, -3.029], [-5.324, 1.077, -3.012], [-4.049, 2.095, -3.672], [-5.023, 2.198, -0.768], [-3.664, 3.114, -1.430], [-1.330, 1.608, -4.318], [0.236, 1.626, -3.512], [-1.614, 4.057, -3.783], [-0.184, 3.761, -4.785], [0.002, 4.073, -3.051], [3.768, -5.312, 0.845], [2.797, -4.267, 0.287], [1.496, -4.975, -0.151], [3.440, -3.657, -0.971], [2.382, -2.835, 1.437], [1.180, -1.965, 0.870], [3.881, -1.698, 1.569], [3.932, -0.787, 0.329], [3.643, -0.787, 2.786], [5.240, -2.380, 1.744], [2.005, -3.545, 3.145], [1.022, -4.698, 2.927], [1.255, -2.513, 4.005], [3.210, -4.068, 3.935], [4.003, -6.006, 0.032], [3.338, -5.902, 1.652], [4.708, -4.888, 1.190], [1.634, -5.373, -1.159], [0.637, -4.308, -0.169], [1.249, -5.813, 0.498], [3.406, -4.395, -1.776], [4.485, -3.395, -0.813], [2.910, -2.770, -1.308], [2.935, -0.477, 0.018], [4.431, -1.263, -0.514], [4.508, 0.110, 0.577], [2.628, -0.393, 2.812], [4.336, 0.057, 2.727], [3.840, -1.298, 3.724], [5.556, -2.916, 0.851], [5.275, -3.064, 2.589], [5.985, -1.599, 1.926], [0.217, -4.394, 2.263], [0.591, -4.971, 3.895], [1.496, -5.589, 2.520], [0.472, -2.004, 3.451], [1.913, -1.762, 4.431], [0.788, -3.046, 4.838], [3.806, -4.790, 3.382], [2.823, -4.580, 4.822], [3.867, -3.276, 4.287], [1.067, 7.735, -3.373], [0.408, 7.062, -1.916], [0.642, 5.733, -1.605], [0.087, 5.214, -0.449], [-0.701, 5.985, 0.410], [-1.325, 5.346, 1.630], [-0.306, 4.737, 2.573], [0.360, 3.575, 2.034], [1.692, 3.291, 2.254], [1.872, 2.012, 1.817], [0.685, 1.504, 1.347], [-0.188, 2.460, 1.506], [-2.301, 4.328, 1.362], [-3.000, 4.320, 0.124], [-3.796, 5.572, -0.132], [-4.626, 6.187, 0.758], [-4.988, 5.700, 2.365], [-5.374, 7.588, 0.117], [-4.577, 7.377, -1.380], [-3.775, 6.281, -1.372], [-0.897, 7.319, 0.066], [-1.857, 8.379, 1.055], [-0.352, 7.865, -1.087], [1.242, 5.118, -2.261], [0.260, 4.170, -0.202], [-1.821, 6.117, 2.226], [-0.807, 4.488, 3.512], [0.463, 5.476, 2.794], [2.368, 4.013, 2.680], [2.789, 1.451, 1.779], [-1.234, 2.406, 1.237], [-3.657, 3.449, 0.188], [-2.321, 4.154, -0.716], [-4.734, 8.083, -2.180], [-3.158, 5.981, -2.214], [-0.531, 8.902, -1.334]],
  "lowdin_charge": [1.078, 0.058, -0.269, -0.014, -0.085, -0.091, -0.019, -0.066, -0.377, -0.183, 0.093, -0.054, -0.046, -0.138, -0.033, -0.086, -0.079, -0.012, -0.311, -0.205, 0.070, 0.118, 0.103, 0.098, 0.084, 0.148, 0.119, 0.092, 0.106, 0.124, 0.074, -0.338, 0.080, -0.072, 0.069, -0.144, 0.002, -0.033, -0.203, 0.113, -0.157, -0.145, 0.136, -0.138, -0.024, 0.011, -0.063, 0.133, 0.125, 0.119, 0.088, 0.096, 0.107, 0.105, -0.096, -0.285, -0.291, 0.160, -0.447, 0.497, -0.281, -0.311, -0.048, 0.082, 0.062, 0.050, 0.127, 0.066, 0.047, 0.086, 0.081, 0.090, 0.025, -0.076, -0.565, -0.074, -0.079, 0.959, -0.271, -0.577, -0.094, -0.099, -0.075, -0.579, -0.093, -0.076, -0.073, 0.096, 0.064, 0.063, 0.083, 0.038, 0.073, 0.091, 0.068, 0.054, 0.049, 0.068, 0.087, 0.062, 0.087, 0.064, 0.063, 0.064, 0.094, 0.048, 0.096, 0.066, 0.051, 0.065, 0.091, 0.060, 0.094, 0.064, 0.687, -0.650, -0.108, 0.000, -0.174, -0.274, -0.058, -0.068, -0.047, -0.127, 0.099, -0.186, -0.129, -0.168, -0.308, -0.979, 0.682, 0.987, -0.406, -0.145, -0.567, 0.752, -0.126, 0.087, 0.104, 0.109, 0.132, 0.141, 0.115, 0.069, 0.134, 0.100, 0.116, 0.070, 0.119, 0.108]
}